# 1
# C4H10ClNO2

A cluster of 2 separate species, C4H10ClNO2 in total (wB97M-V/def2-TZVPD, the Open Molecules 2025 dataset).

Structure (XYZ):
```
18
C4H10ClNO2 (wB97M-V/def2-TZVPD)
C -1.2962 2.2286 -0.2649
C 1.9423 -2.5524 1.1619
C -1.5625 0.7668 -0.6945
C 1.9657 -1.2254 1.2574
N -0.4784 0.0987 -1.2764
O -2.8087 0.6428 -1.3014
O 2.5025 -0.5387 2.2139
Cl 0.0653 0.8971 -2.9040
H -0.5558 2.1265 0.6558
H -2.1826 2.7290 0.1049
H -0.7804 2.8767 -0.8745
H 2.4590 -3.1424 1.9129
H 1.2595 -3.0787 0.3865
H -0.5391 -0.8456 -1.6263
H -1.7137 0.2405 0.2539
H 1.4717 -0.7209 0.4149
H -2.7104 0.5830 -2.2569
H 2.9619 -1.0856 2.8366
```

Properties
- orbital gap (hartree) = 0.332
- ΔE to the lowest compared entry with this formula, charge and spin (kcal per mole) = 52.4
- highest occupied orbital energy (eV) = -8.93
- SMILES string = C[C@@H](O)NCl.C=CO
- LUMO (eV) = 0.110
- charge = 0

Löwdin atomic charge list, values in e, 2 entries: number 1, C, carries -0.040; number 2, C, carries -0.024

---

# 2
# C4H10ClP

A cluster of 2 separate species, C4H10ClP in total (wB97M-V/def2-TZVPD, the Open Molecules 2025 dataset).

Structure (XYZ):
```
16
C4H10ClP (wB97M-V/def2-TZVPD)
C 0.8527 1.0433 -0.6695
C -0.2414 -1.2303 0.8465
C -1.6915 1.1385 0.5525
C 2.7913 -2.9355 1.9805
P -0.6781 0.0505 -0.4837
Cl 0.6283 2.7212 -0.7519
H 1.6327 0.6472 -1.2765
H -0.9918 -1.9392 1.0935
H 0.7994 -1.4712 0.6433
H -0.0420 -0.7360 1.8718
H -2.7390 0.9785 0.2102
H -1.6860 0.8074 1.5413
H -1.4736 2.1943 0.3553
H 3.1615 -3.7106 2.6181
H 3.4935 -2.2820 1.5119
H 1.7644 -2.7758 1.6586
```

Properties
- orbital gap (alpha / beta) (hartree) = 0.283 / 0.316
- ΔE to the lowest compared entry with this formula, charge and spin (kcal per mole) = 109.7
- highest occupied orbital energy (alpha / beta) (eV) = -7.61 / -8.97
- LUMO (alpha / beta) (eV) = 0.096 / -0.373
- charge = 0

Löwdin atomic charge list, values in e, 2 entries: number 1, C, carries -0.794; number 2, C, carries -0.313

---

# 3
# C4H10CsO2

A structure of composition C4H10CsO2 (wB97M-V/def2-TZVPD, the Open Molecules 2025 dataset).

Structure (XYZ):
```
17
C4H10CsO2 (wB97M-V/def2-TZVPD)
Cs -7.2888 2.6948 -27.2540
C -7.1185 4.3149 -23.8990
C -6.1375 5.2858 -24.6028
O -4.9938 4.7518 -25.1065
H -6.4411 3.7420 -23.2497
H -7.4624 3.5198 -24.5722
H -7.9954 4.6894 -23.3650
H -5.8394 6.1213 -23.9425
H -6.8207 5.7739 -25.3580
C -4.9732 -0.2494 -26.1145
C -4.2017 0.6090 -25.1293
O -3.3657 1.4844 -25.7338
H -5.8977 0.3001 -26.3614
H -5.1060 -1.3018 -25.8549
H -4.4932 -0.2097 -27.0993
H -3.5994 -0.0197 -24.4199
H -4.8731 1.0380 -24.3408
```

Properties
- orbital gap (hartree) = 0.116
- highest occupied orbital energy (eV) = -1.97
- LUMO (eV) = 1.192
- charge = -1

Löwdin atomic charge list, values in e, 2 entries: number 1, Cs, carries 0.894; number 2, C, carries -0.160

---

# 4
# C4H10F18KO2P3

A structure of composition C4H10F18KO2P3 (wB97M-V/def2-TZVPD, the Open Molecules 2025 dataset).

Structure (XYZ):
```
38
C4H10F18KO2P3 (wB97M-V/def2-TZVPD)
K 1.0914 -0.1087 1.4904
P 2.6111 -1.8209 -1.6916
F 3.1299 -3.2775 -2.1354
F 1.1278 -2.4170 -1.4211
F 2.9909 -2.1207 -0.1557
F 2.1099 -0.3284 -1.3045
F 4.0870 -1.2182 -2.0097
F 2.1683 -1.5048 -3.2538
P 0.1397 -3.7583 2.7677
F -0.6764 -3.4062 1.4327
F -1.3016 -4.1201 3.4942
F 0.3118 -5.3025 2.3553
F 0.8706 -4.0610 4.1840
F 1.5142 -3.3444 2.0468
F 0.0069 -2.1666 3.2326
P 3.2452 2.9860 0.9967
F 3.3249 2.0783 2.3541
F 2.7868 1.6236 0.1958
F 1.7115 3.3427 1.4054
F 3.0884 3.8067 -0.3700
F 3.7129 4.3518 1.7801
F 4.7866 2.6342 0.7063
C -4.9555 0.9260 -1.6903
O -3.6267 1.3349 -1.4659
C -2.6655 0.2781 -1.4853
C -1.2773 0.8642 -1.4223
O -0.8085 1.1251 -0.1105
C -1.4340 2.2763 0.4590
H -5.6696 1.7215 -1.4910
H -5.0465 0.0037 -1.1055
H -5.1780 0.6796 -2.7407
H -2.7756 -0.3023 -2.4060
H -2.8720 -0.3200 -0.5901
H -1.2211 1.7323 -2.0857
H -0.5649 0.1400 -1.8226
H -2.4249 2.0225 0.8482
H -1.5157 3.0685 -0.2858
H -0.8021 2.5816 1.2941
```

Properties
- orbital gap (hartree) = 0.364
- ΔE to the lowest compared entry with this formula, charge and spin (kcal per mole) = 8.5
- highest occupied orbital energy (eV) = -5.93
- LUMO (eV) = 3.972
- charge = -2

Löwdin atomic charge list, values in e, 2 entries: number 1, K, carries 0.864; number 2, P, carries 0.147

---

# 5
# C4H10FN2O3PS2

The molecule C4H10FN2O3PS2 (wB97M-V/def2-TZVPD, the Open Molecules 2025 dataset).

Structure (XYZ):
```
23
C4H10FN2O3PS2 (wB97M-V/def2-TZVPD)
C -2.2379 -1.7508 -1.1595
C 1.4580 1.9516 -0.1283
C -2.7896 -0.9214 0.0317
C 0.4868 0.8968 -0.5704
N -2.0133 -1.1267 1.2498
N 0.4609 -0.3068 0.2304
O -2.7752 -1.9611 -2.1887
O 1.2458 -2.4145 1.3232
O 2.6498 -0.3759 1.6541
F -1.1050 -2.3548 -0.8162
P 1.7690 -1.1873 0.5414
S 2.8681 -1.6139 -1.0382
S -0.8031 -0.1094 1.6828
H 1.2766 2.9923 -0.5785
H 1.3708 2.1901 0.8878
H 2.3757 1.5177 -0.3708
H -3.8442 -1.3038 0.2844
H -2.8733 0.1619 -0.1759
H -0.4794 1.1939 -0.8919
H 0.7276 0.6169 -1.5993
H -1.8843 -2.0934 1.4549
H 1.9651 -2.9250 1.6334
H 3.1429 0.2136 1.1962
```

Properties
- orbital gap (hartree) = 0.333
- highest occupied orbital energy (eV) = -8.69
- SMILES string = CCN(SNCC(=O)F)P(O)(O)=S
- LUMO (eV) = 0.363
- charge = 0

Löwdin atomic charge list, values in e, 2 entries: number 1, C, carries -0.461; number 2, C, carries -0.089

---

# 6
# C4H10FN2O3S

A cluster of 2 separate species, C4H10FN2O3S in total (wB97M-V/def2-TZVPD, the Open Molecules 2025 dataset).

Structure (XYZ):
```
21
C4H10FN2O3S (wB97M-V/def2-TZVPD)
C -3.4160 0.0898 1.9706
C -2.7583 -0.4808 1.1552
N -1.8785 -1.0576 0.2532
C -1.4763 -0.0940 -0.7780
O -1.0261 1.1075 -0.1978
C 0.0528 1.6599 -0.9089
S -0.5438 -1.7431 1.0484
O -0.0599 -2.8496 0.2994
O -0.8317 -1.9240 2.4221
F 0.6143 -0.6281 0.9403
H -3.9017 0.6535 2.7306
H -0.6918 -0.5397 -1.3961
H -2.3519 0.1229 -1.3914
H -0.2061 1.8377 -1.9569
H 0.8604 0.9041 -0.8978
H 0.3633 2.5761 -0.4174
N 3.3726 0.0954 -0.5600
H 3.5312 1.0869 -0.7520
H 2.9547 -0.0121 0.3706
H 2.7335 -0.2903 -1.2588
H 4.2621 -0.4091 -0.5963
```

Properties
- orbital gap (hartree) = 0.305
- highest occupied orbital energy (eV) = -12.74
- LUMO (eV) = -4.442
- charge = +1

Löwdin atomic charge list, values in e, 2 entries: number 1, C, carries 0.183; number 2, C, carries -0.190

---

# 7
# C4H10FNS

The molecule C4H10FNS (wB97M-V/def2-TZVPD, the Open Molecules 2025 dataset).

Structure (XYZ):
```
17
C4H10FNS (wB97M-V/def2-TZVPD)
C -1.6661 -1.5621 -1.3509
C -0.9594 -0.9214 -0.1565
C 0.3389 -0.1748 -0.4865
C 1.2292 0.1633 0.7287
N 0.2220 2.5415 0.9332
F 2.4748 2.0621 2.2860
S 1.7238 1.9152 0.6895
H -0.8895 -2.2821 -1.7527
H -2.4347 -2.0899 -0.9185
H -2.0306 -0.9432 -2.1608
H -1.6014 -0.2989 0.4315
H -0.8591 -1.8252 0.6354
H 1.0977 -0.7630 -1.1412
H 0.2568 0.8725 -0.8400
H 0.5875 0.1175 1.5787
H 2.1939 -0.3369 0.8000
H 0.3161 3.5255 0.7243
```

Properties
- orbital gap (hartree) = 0.375
- ΔE to the lowest compared entry with this formula, charge and spin (kcal per mole) = 44.8
- highest occupied orbital energy (eV) = -9.75
- LUMO (eV) = 0.453
- charge = 0

Löwdin atomic charge list, values in e, 2 entries: number 1, C, carries -0.115; number 2, C, carries -0.274

---

# 8
# C4H10FOP

The molecule C4H10FOP (wB97M-V/def2-TZVPD, the Open Molecules 2025 dataset).

Structure (XYZ):
```
17
C4H10FOP (wB97M-V/def2-TZVPD)
C -0.9400 -1.8520 1.2866
C 1.3150 1.2285 -1.6695
C -1.1326 -0.3284 1.2443
C 0.0753 0.5370 -1.0455
O 2.5550 0.2875 -1.4756
F -0.4218 2.1378 1.1440
P 0.3607 0.6356 0.7777
H 0.1196 -2.0976 1.5710
H -1.8215 -2.2942 1.8674
H -0.9024 -2.3709 0.2640
H 1.5365 2.0361 -1.0483
H 2.5615 0.0123 -0.5574
H 1.1540 1.3971 -2.7323
H -1.4155 0.0866 2.2140
H -2.1232 0.0130 0.7049
H -0.1016 -0.4987 -1.2076
H -0.8191 1.0702 -1.3378
```

Properties
- orbital gap (hartree) = 0.389
- ΔE to the lowest compared entry with this formula, charge and spin (kcal per mole) = 53.1
- highest occupied orbital energy (eV) = -9.88
- SMILES string = CCP(F)CCO
- LUMO (eV) = 0.693
- charge = 0

Löwdin atomic charge list, values in e, 2 entries: number 1, C, carries -0.185; number 2, C, carries -0.206

---

# 9
# C4H10I2OSi

A cluster of 2 separate species, C4H10I2OSi in total (wB97M-V/def2-TZVPD, the Open Molecules 2025 dataset).

Structure (XYZ):
```
18
C4H10I2OSi (wB97M-V/def2-TZVPD)
C 1.5495 1.9940 0.4765
C -1.2862 -1.0842 -1.2411
C 1.9388 0.5133 0.5656
C -2.1199 0.0818 -0.8390
O 1.4987 -0.2265 -0.4218
Si -1.8943 0.5874 0.9814
I -2.3492 -1.0830 2.7315
I -3.3502 2.6131 1.3204
H 1.8544 2.5150 1.4033
H 2.0932 2.5365 -0.3836
H 0.5485 2.1715 0.5690
H -0.3151 -0.9607 -1.0460
H -1.4799 -2.1033 -0.8492
H -1.3367 -1.1364 -2.2943
H 1.5312 0.2136 1.6871
H 3.0317 0.4378 0.6893
H -3.2118 -0.1035 -0.7867
H -1.8418 1.0704 -1.3944
```

Properties
- orbital gap (alpha / beta) (hartree) = 0.297 / 0.206
- ΔE to the lowest compared entry with this formula, charge and spin (kcal per mole) = 110.3
- highest occupied orbital energy (alpha / beta) (eV) = -9.54 / -7.65
- LUMO (alpha / beta) (eV) = -1.462 / -2.043
- charge = 0

Löwdin atomic charge list, values in e, 2 entries: number 1, C, carries -0.107; number 2, C, carries -0.193

---

# 10
# C4H10IN3O2S

A structure of composition C4H10IN3O2S (wB97M-V/def2-TZVPD, the Open Molecules 2025 dataset).

Structure (XYZ):
```
21
C4H10IN3O2S (wB97M-V/def2-TZVPD)
C -0.7144 1.3231 -1.7951
C 2.2783 -2.1862 1.9049
C -0.1390 -1.4940 1.7474
C 1.2435 -1.7837 1.1808
N -0.3571 1.3877 -0.5595
N -1.9685 0.8267 -2.1164
N -0.1132 1.8122 -2.9237
O 1.5329 3.0447 -1.0500
O 0.5337 2.5917 1.3009
S 1.1299 2.0070 -0.1395
I 1.7728 -1.6353 -0.8507
H 2.3011 -2.2143 3.0148
H 3.2300 -2.5760 1.5739
H 0.0646 3.3728 1.2449
H -0.3031 -0.4852 1.6165
H -0.2112 -1.8133 2.8708
H -0.8675 -1.8470 1.1249
H -2.1895 -0.1148 -1.7196
H -2.4652 1.0512 -2.9359
H 0.6199 2.4353 -2.7156
H -0.0325 1.1345 -3.6870
```

Properties
- orbital gap (hartree) = 0.337
- ΔE to the lowest compared entry with this formula, charge and spin (kcal per mole) = 49.7
- highest occupied orbital energy (eV) = -8.81
- LUMO (eV) = 0.363
- charge = 0

Löwdin atomic charge list, values in e, 2 entries: number 1, C, carries -0.610; number 2, C, carries -0.141

---

# 11
# C4H10INOS

The molecule C4H10INOS (wB97M-V/def2-TZVPD, the Open Molecules 2025 dataset).

Structure (XYZ):
```
18
C4H10INOS (wB97M-V/def2-TZVPD)
C -0.4684 -0.0433 -0.5542
C -1.8109 -0.0256 0.0999
C 0.3716 -1.7739 1.2709
C 0.4981 -1.0418 -0.0805
N 1.4796 1.4810 -1.3797
O -0.8654 2.4459 -1.0698
S 0.1077 1.5982 -0.4559
I 1.1735 2.9757 1.4221
H -1.8307 -0.2460 1.2257
H -2.3459 -0.8604 -0.1578
H -2.3877 0.9218 -0.2197
H 0.3525 -1.1364 2.1114
H 1.0893 -2.5133 1.3347
H -0.6566 -2.1376 1.2627
H 0.6698 -1.7287 -0.9203
H 1.4841 -0.6224 -0.0950
H 1.5997 0.5070 -1.7230
H 1.5396 2.2000 -2.0714
```

Properties
- orbital gap (alpha / beta) (hartree) = 0.256 / 0.256
- ΔE to the lowest compared entry with this formula, charge and spin (kcal per mole) = 50.9
- highest occupied orbital energy (alpha / beta) (eV) = -8.15 / -8.15
- SMILES string = CCC(C)=[S@@](N)(=O)I
- LUMO (alpha / beta) (eV) = -1.193 / -1.192
- charge = 0

Löwdin atomic charge list, values in e, 2 entries: number 1, C, carries -0.397; number 2, C, carries -0.136

---

# 12
# C4H10N

A cluster of 2 separate species, C4H10N in total (wB97M-V/def2-TZVPD, the Open Molecules 2025 dataset).

Structure (XYZ):
```
15
C4H10N (wB97M-V/def2-TZVPD)
C 1.1748 -0.0269 -1.9897
C 2.1158 -0.7854 -2.5137
H 1.1456 1.0582 -1.9613
H 0.2361 -0.4983 -1.6770
H 3.1004 -0.3591 -2.7088
H 2.0181 -1.8357 -2.7751
C -2.0238 0.8808 1.4045
C 0.1529 -0.2376 1.5665
N -1.1143 -0.2441 1.5623
H -1.4370 1.8101 1.3435
H -2.5634 0.8176 0.4611
H -2.6379 1.0228 2.2905
H 0.7206 0.6778 1.4558
H 0.6950 -1.1543 1.7782
H -1.5829 -1.1258 1.7632
```

Properties
- orbital gap (hartree) = 0.291
- ΔE to the lowest compared entry with this formula, charge and spin (kcal per mole) = 53.1
- highest occupied orbital energy (eV) = -13.25
- LUMO (eV) = -5.327
- charge = +1

Löwdin atomic charge list, values in e, 2 entries: number 1, C, carries -0.115; number 2, C, carries -0.062

---

# 13
# C4H10N

A cluster of 2 separate species, C4H10N in total (wB97M-V/def2-TZVPD, the Open Molecules 2025 dataset).

Structure (XYZ):
```
15
C4H10N (wB97M-V/def2-TZVPD)
C -2.4752 0.7420 0.4150
C -2.2436 -0.0942 1.4852
H -3.0957 0.6942 -0.4845
H -1.7622 1.6190 0.4455
H -2.8668 -0.9940 1.5246
H -1.6433 0.2225 2.3527
C 1.3839 -1.3181 -0.8049
C 1.5128 1.1146 -0.4545
N 1.9870 -0.0404 -0.4624
H 1.4526 -1.5424 -1.9264
H 1.9095 -2.1644 -0.2249
H 0.3152 -1.3009 -0.4737
H 0.3851 1.1518 -0.5190
H 2.1411 2.0344 -0.4903
H 2.9996 -0.1242 -0.3824
```

Properties
- orbital gap (hartree) = 0.294
- ΔE to the lowest compared entry with this formula, charge and spin (kcal per mole) = 63.7
- highest occupied orbital energy (eV) = -13.29
- LUMO (eV) = -5.282
- charge = +1

Löwdin atomic charge list, values in e, 2 entries: number 1, C, carries -0.084; number 2, C, carries -0.073

---

# 14
# C4H10N

A cluster of 2 separate species, C4H10N in total (wB97M-V/def2-TZVPD, the Open Molecules 2025 dataset).

Structure (XYZ):
```
15
C4H10N (wB97M-V/def2-TZVPD)
C -1.2422 0.5054 0.5133
C -0.5841 1.1691 -0.6765
C -0.0848 0.2044 -1.7699
C 1.7334 -1.5563 1.6914
N 0.6886 -1.4979 1.1204
H -1.4842 1.2560 1.2608
H -2.1096 -0.1151 0.2731
H -0.5023 -0.2585 0.9322
H -1.2455 1.9288 -1.1085
H 0.2644 1.7356 -0.2782
H 0.4023 -0.6163 -1.2559
H -0.9447 -0.1836 -2.3122
H 2.2380 -2.5412 1.7950
H 2.3010 -0.7895 2.2480
H 0.5699 0.7592 -2.4330
```

Properties
- orbital gap (hartree) = 0.229
- ΔE to the lowest compared entry with this formula, charge and spin (kcal per mole) = 134.4
- highest occupied orbital energy (eV) = -15.41
- LUMO (eV) = -9.186
- charge = +1

Löwdin atomic charge list, values in e, 2 entries: number 1, C, carries -0.047; number 2, C, carries -0.291